Entry 1:
The following is a DFT calculation (wB97M-V/def2-TZVPD) of a cluster of 16 separate species, C24H49Cl31INO2 in total.

As for the spin multiplicity: 1. The value obtained for the molar mass is 1609.61 g mol⁻¹. The HOMO-LUMO gap comes out at 9.02 eV.

Structure (XYZ):
```
108
Properties=species:S:1:pos:R:3:forces:R:3
I 0.842185 -1.657264 -2.165836 -0.1 -0.1 -0.1
Cl -12.137979 -1.108478 -6.059196 0.0 0.0 0.0
Cl -9.898730 -3.639361 0.147647 0.0 0.0 0.0
Cl -4.575354 2.767161 -5.631591 0.0 0.0 0.0
Cl 2.276170 -5.801335 1.476673 0.0 0.0 0.0
Cl 6.870524 1.799516 4.573064 0.0 0.0 0.0
Cl 2.938169 5.434724 4.864081 0.0 0.0 0.0
Cl 0.649790 2.116775 -2.985929 0.1 0.1 -0.1
Cl 1.393736 3.361495 6.249597 0.1 0.1 -0.1
Cl 4.079321 0.495551 7.152804 0.0 0.0 0.0
Cl 6.726958 4.657981 -3.242818 0.0 0.0 0.0
Cl 5.260239 -3.854787 -1.680788 0.1 0.0 -0.1
Cl 10.087570 6.634409 -7.542202 0.0 0.0 0.0
Cl 2.491735 4.385019 -2.697409 -0.1 0.0 0.0
Cl -1.654666 2.599828 -5.826122 0.1 0.0 0.1
Cl -8.745791 -2.808047 -2.434321 -0.1 0.0 0.0
Cl 7.848242 2.548822 1.911635 0.0 0.0 0.0
Cl 6.075629 6.722602 -5.216494 -0.1 0.1 0.0
Cl -0.427872 1.224126 7.584089 -0.1 -0.1 0.1
Cl 8.858840 4.003048 -7.964057 0.0 0.0 0.0
Cl 6.733708 -3.644890 0.844149 0.1 0.0 0.0
Cl -2.154753 2.648766 -0.930172 -0.1 0.1 -0.2
Cl -1.188857 -1.475614 4.461495 0.0 0.0 -0.1
Cl 4.138462 0.921582 0.326278 0.0 0.1 0.0
Cl 2.125459 -1.303112 8.397283 0.1 0.0 0.1
Cl -12.369906 -3.275429 -4.096825 -0.1 0.0 -0.1
Cl 3.760793 -5.612749 3.997720 0.0 0.0 0.0
Cl -1.949459 0.224413 -10.048205 0.0 0.0 0.0
Cl 1.670001 -1.723579 3.750704 0.0 0.1 0.1
Cl 3.472441 -1.911757 0.630012 0.0 0.0 0.2
Cl -1.121780 -1.610654 7.999259 -0.2 0.0 0.1
Cl -1.321030 3.091225 -10.076640 0.0 0.0 0.0
O -5.225098 -2.107053 1.980486 0.2 -0.2 -0.1
O -1.267365 1.048845 1.021103 -0.1 0.3 -0.2
N -2.703900 -1.299880 0.429754 -0.1 0.1 0.0
C 5.553862 5.877229 -3.753139 0.0 0.0 0.0
C 9.181279 5.303396 -6.809990 0.0 0.0 0.0
C -4.097834 -1.243560 0.022896 -0.2 -0.3 0.0
C -1.223210 0.038005 8.626983 -0.1 0.0 0.0
C -2.353509 1.832684 0.650341 0.2 -0.2 0.6
C -0.721026 0.169558 0.047378 0.2 -0.6 0.1
C 3.505849 -0.228463 8.660446 0.0 0.0 0.0
C 4.509437 -0.738888 -0.168646 0.1 -0.1 -0.1
C 6.851969 -3.798968 -0.916138 0.0 0.0 -0.1
C -0.733531 -3.258008 -0.070832 0.8 -0.2 -0.3
C 2.659308 4.585041 6.388812 0.1 0.0 0.1
C -0.048622 -2.841718 1.218800 -0.5 0.1 0.1
C -4.915426 -2.396486 0.605108 0.1 0.5 0.3
C 0.485782 -1.095469 4.906428 0.1 0.0 0.0
C 3.872001 -5.750362 2.238591 0.0 0.0 0.0
C -0.970589 -2.138383 -1.083714 -0.6 0.1 0.3
C -3.030302 3.138249 -4.855585 0.0 0.0 0.1
C -11.342201 -2.495814 -5.311880 0.1 0.0 0.0
C -1.703321 -0.869908 -0.531804 0.4 -0.1 -0.1
C 6.453289 2.484654 2.996667 -0.1 0.0 0.0
C 1.661620 3.048644 -1.882889 0.0 -0.1 0.2
C -2.249698 1.800624 -9.302788 0.0 0.0 0.0
C -10.180310 -2.820675 -1.390940 -0.1 0.0 0.0
C -6.217764 -2.586432 -0.135708 0.3 -0.4 0.3
H 5.442468 6.603622 -2.957345 0.1 0.0 0.0
H -4.288433 -3.290961 0.572697 -0.1 -0.2 -0.1
H 4.612378 5.383999 -3.957042 0.1 0.0 -0.1
H -2.548817 -0.879850 1.336084 0.0 0.0 0.0
H -0.093953 -3.991317 -0.570852 -0.1 -0.1 0.0
H -1.620045 -2.537418 -1.859509 0.1 0.0 -0.2
H 5.690874 1.864159 2.542274 0.0 -0.1 0.0
H 7.378776 -4.716158 -1.148881 0.0 0.0 0.0
H -11.117357 -3.223434 -6.081841 -0.1 0.0 0.0
H 4.395601 -6.667357 1.996581 0.0 0.0 0.0
H -3.278047 1.260897 0.643510 -0.1 0.0 -0.4
H 6.086234 3.491401 3.145468 0.0 0.1 0.0
H 0.593993 -0.019119 4.960151 0.0 0.0 -0.1
H 0.996120 -2.599098 1.061978 0.1 0.0 -0.1
H 1.030354 3.461313 -1.103869 0.0 0.0 0.0
H -4.170185 -1.283576 -1.065605 0.2 -0.1 -0.1
H -2.269866 0.307833 8.697362 0.0 0.0 0.0
H -10.966512 -3.339192 -1.925781 0.1 0.0 0.1
H -1.961815 1.752766 -8.260087 0.0 0.0 -0.1
H -0.749342 0.060133 9.601077 0.1 0.0 0.0
H -2.193664 -0.427909 -1.403200 -0.1 0.2 0.0
H 4.413678 -4.892134 1.858910 -0.1 0.0 0.0
H 7.393500 -2.940895 -1.296358 0.0 0.0 0.0
H 5.538685 -0.950174 0.099635 0.0 0.0 0.0
H 4.314692 -0.804988 9.092668 0.0 0.0 0.0
H 3.196205 0.564940 9.329947 0.0 0.0 0.0
H -0.118773 -3.620762 1.975891 0.1 -0.1 -0.1
H 9.765557 4.899435 -5.992353 0.0 0.0 0.0
H -2.957605 4.211069 -4.725954 0.0 0.0 -0.1
H -0.252606 0.722103 -0.763780 -0.2 0.2 -0.1
H 0.083246 -0.352222 0.559748 0.0 0.1 0.2
H -4.447127 -2.332275 2.502033 -0.1 0.0 0.0
H -2.992800 2.629797 -3.899015 0.0 0.0 0.0
H -6.775213 -1.655070 -0.203747 0.0 0.1 -0.1
H 2.410455 2.388723 -1.460415 0.0 0.0 -0.1
H -6.000222 -2.994374 -1.121006 -0.2 0.2 -0.2
H 4.364653 -0.818605 -1.240206 -0.1 0.0 0.0
H 2.352385 5.310626 7.132055 0.0 0.0 0.0
H -10.462051 -1.794010 -1.190468 0.1 0.0 0.0
H -3.303738 2.030917 -9.399606 0.0 0.0 0.0
H -10.435942 -2.157363 -4.824154 0.0 0.0 0.0
H -4.607331 -0.323537 0.337212 0.0 0.1 0.0
H 3.578175 4.092089 6.683557 0.0 0.0 0.0
H -0.527132 -1.967339 1.650947 0.0 0.0 0.1
H 8.234660 5.688887 -6.453519 0.0 0.0 0.0
H -2.432461 2.626987 1.385217 0.0 0.0 0.0
H -6.819850 -3.317162 0.401223 -0.1 0.0 0.0
H 0.683608 -1.545103 5.869953 0.0 0.0 0.0
H -1.669852 -3.777114 0.120813 -0.2 0.2 0.1
```
Forces are in eV/Å.


Entry 2:
The following is a DFT calculation (wB97M-V/def2-TZVPD) of a cluster of 4 separate species, C39H69BF14N4O5PS2 in total.

As for the spin multiplicity: 1. The net charge is +1. The value obtained for the molar mass is 1045.90 g mol⁻¹. The HOMO-LUMO gap comes out at 7.12 eV.

Structure (XYZ):
```
135
Properties=species:S:1:pos:R:3:forces:R:3
S 3.498255 -3.434513 -2.879554 2.9 -1.3 0.1
S 0.142042 -4.956242 -0.944519 -0.3 0.1 0.6
P 1.521737 0.914080 -1.623881 0.5 0.8 1.7
F 3.989611 -4.825435 -5.707693 0.2 -0.1 0.1
F 2.063748 -5.414224 -4.880508 -0.2 0.0 0.3
F 4.191984 -0.592108 -1.130771 -0.6 0.2 -0.6
F 1.622380 -2.528741 -4.633031 -0.1 -0.2 0.5
F 0.521603 -6.026114 -7.077158 0.0 -0.1 0.6
F 2.071642 -2.919067 -7.293417 0.0 0.2 0.5
F 4.517174 -3.037292 4.289372 -0.4 -0.4 0.1
F 5.162892 -1.239314 5.276467 -0.2 -0.1 0.1
F 3.114733 -1.875052 5.507094 -0.3 -0.3 0.0
F 2.743001 -4.905410 -7.776300 0.1 -0.2 -0.1
F 4.267239 -2.503082 -0.153008 -0.3 -0.6 -0.4
F 0.069028 -4.199932 -8.099372 0.1 -0.1 0.2
F 3.676803 -2.330406 -5.202859 0.5 0.2 0.1
F -0.167179 -4.259928 -5.960119 0.1 -0.3 0.3
O 0.311963 -0.972100 0.605548 0.4 0.2 -0.7
O 1.386535 -3.010977 1.082076 0.2 0.2 -0.7
O 4.683715 -2.651765 -2.778534 -0.8 1.6 0.0
O 3.804343 -4.825028 -2.807190 -1.4 -0.9 0.0
O -0.046308 -2.775881 -2.496942 0.2 0.3 0.4
N 1.562814 6.709551 0.036755 -0.2 -0.2 0.0
N -5.341044 -1.535206 -1.093552 0.2 0.1 0.1
N 2.198584 -1.822302 -0.904871 -0.6 -0.4 -1.2
N -2.423702 0.203606 3.606980 -0.2 0.0 -0.3
C -7.695465 -1.894325 -0.148141 0.0 0.1 0.1
C 1.613938 -0.936043 -1.984292 -0.9 1.3 -1.4
C -4.518450 1.152253 4.738980 -0.1 -0.1 0.0
C -4.430547 -1.967420 -0.050412 0.2 -0.1 0.1
C -0.035711 1.614841 -2.318782 0.5 -0.9 -0.9
C 2.827520 -3.150161 -4.605138 -1.0 0.6 -1.0
C 0.580271 -4.713226 -6.966604 -0.3 0.8 -1.1
C 0.888167 -3.711479 -2.066721 0.0 -0.9 -0.9
C 0.200197 -1.382218 -2.355780 -0.2 0.1 0.1
C 3.479140 -0.753215 1.086462 -0.5 -0.2 -0.9
C -6.164671 -1.918065 -3.406601 0.0 0.0 0.0
C 1.715584 7.206723 1.394963 0.2 0.0 0.2
C -0.044595 0.408753 4.197806 0.2 0.0 0.3
C -1.442415 0.985342 4.332767 0.1 -0.1 0.0
C 3.995913 6.332819 -0.281384 0.1 0.0 0.0
C 0.290099 7.002709 -0.603018 -0.2 0.0 -0.2
C -5.451881 -2.483637 -2.187430 -0.1 0.0 -0.1
C -2.481298 -1.207785 3.948073 0.1 -0.3 0.1
C 2.261099 -3.188803 -1.568798 -0.8 0.1 0.5
C 2.703205 6.909040 -0.838234 0.2 0.1 0.1
C -4.795320 -3.227004 0.746601 0.1 0.1 0.1
C 3.785224 -0.960813 3.431862 -0.1 -0.2 1.2
C 3.245562 1.125715 2.530559 -0.2 1.4 0.9
C 3.523855 -1.398550 -0.310582 1.8 0.7 1.9
C 3.237986 0.573928 1.290726 -0.2 1.2 -1.6
C 0.572066 -3.105755 2.266850 0.2 -1.6 1.1
C 2.740937 -4.426584 -5.483541 0.2 0.0 -0.3
C 3.508861 0.373013 3.629392 0.1 -0.6 0.9
C -6.591038 -0.948674 -0.636606 -0.3 0.1 -0.1
C -3.710714 0.869739 3.468182 -0.2 0.2 -0.1
C 0.919996 -4.413172 3.010995 -0.2 0.6 0.2
C 2.051097 -4.191992 -6.881184 -0.1 -0.5 -0.4
C -2.773124 -1.585211 5.405601 -0.1 -0.1 0.0
C 3.778440 -1.500002 2.190922 0.2 -1.9 -0.3
C 0.015748 8.444983 -1.042145 -0.1 0.0 0.0
C 2.840824 1.758132 -2.613530 -0.6 -0.1 -0.6
C 3.345552 3.029360 -1.910550 0.2 -0.1 -0.1
C 2.029960 8.695360 1.586783 -0.1 0.0 0.1
C 4.117233 -1.814484 4.630907 1.2 0.9 -0.1
B 1.226779 -1.929961 0.323718 -0.6 0.2 1.5
H -3.829843 -1.491186 5.646599 0.0 0.1 0.1
H -1.430341 1.995638 3.915487 -0.2 0.0 0.0
H -3.213649 -1.696941 3.299770 -0.1 0.2 0.0
H -4.978370 0.249274 5.137408 0.0 0.0 0.1
H -3.929435 -3.560217 1.325392 0.0 0.0 0.0
H -4.329940 0.292222 2.775720 0.1 -0.1 0.0
H -0.906285 1.246600 -1.788740 -0.1 0.2 0.1
H 1.116657 -4.334591 -2.936100 0.2 0.0 0.0
H 2.864300 7.969747 -1.080885 0.0 0.0 -0.1
H 2.509186 6.629614 1.878122 0.0 0.0 -0.1
H 2.397948 8.862854 2.600857 0.0 0.0 0.0
H -4.276019 -1.139374 0.649006 -0.1 0.1 0.0
H 1.697182 -4.976181 2.505233 0.0 -0.1 -0.1
H 1.254236 -4.174232 4.018139 0.2 -0.1 0.0
H -0.548402 -0.975333 -1.678767 0.1 -0.1 0.3
H -0.482358 -3.150897 2.027112 -0.1 0.5 -0.5
H -5.688646 -0.997123 -3.746297 0.0 0.0 0.1
H 0.606495 -0.327200 1.261786 -0.3 0.2 0.0
H 0.680302 1.076032 4.666102 0.0 0.0 0.0
H 3.521568 0.748570 4.641131 0.0 0.3 0.0
H -0.855135 8.468513 -1.699995 0.0 0.0 0.0
H 0.851881 8.875783 -1.593192 0.0 0.0 0.0
H -8.646371 -1.359236 -0.117726 0.0 0.0 0.0
H -3.912108 1.607192 5.522713 0.0 0.0 0.0
H -2.503648 -2.630346 5.573707 0.0 0.0 0.0
H -0.210280 9.090585 -0.195230 0.1 0.0 0.0
H 3.044230 2.175667 2.669621 0.0 0.2 -0.2
H 0.772097 -2.295093 2.959120 0.0 0.5 -0.4
H 0.210354 6.360069 -1.487309 0.1 0.0 0.0
H -0.113696 1.371893 -3.380358 -0.2 0.0 0.0
H -5.093444 -4.054148 0.102550 0.0 0.0 0.0
H 2.375309 2.068438 -3.550861 0.1 -0.1 -0.2
H -5.596634 -3.035818 1.458820 -0.1 0.0 0.0
H -3.449256 -2.133085 -0.511853 -0.1 0.0 -0.1
H -1.527296 -1.665678 3.666757 0.0 0.1 0.0
H -6.998485 -0.347090 -1.452814 0.1 -0.1 -0.1
H 0.815024 6.955777 1.961049 -0.1 0.0 -0.2
H -5.955263 -3.413825 -1.883081 0.0 0.0 -0.1
H 4.332926 6.859920 0.611467 0.0 0.0 0.0
H 0.310780 -6.088694 -1.650835 0.1 0.4 -0.3
H 2.494389 6.404711 -1.786730 -0.2 0.1 0.0
H -1.686670 1.095017 5.399555 0.1 0.0 0.0
H 1.145640 9.318231 1.465754 0.0 0.0 -0.1
H 2.546476 -3.907175 -0.804497 0.5 0.0 -0.2
H 3.076680 3.091365 -0.857024 -0.1 0.0 0.0
H -7.506388 -2.257748 0.860794 0.0 -0.1 0.0
H -2.201458 -0.984605 6.114192 0.0 0.0 0.0
H 2.799113 9.049946 0.899787 0.0 0.0 0.0
H 4.429236 3.093305 -1.968175 0.1 0.0 0.0
H -3.534072 1.823375 2.960414 0.1 0.0 0.0
H 3.876935 5.275637 -0.037036 0.0 0.0 0.1
H -7.216934 -1.712716 -3.208281 0.0 0.0 0.0
H -6.368410 -0.222445 0.149674 0.1 -0.1 0.0
H -6.124481 -2.640144 -4.222947 0.0 0.0 0.0
H 0.233046 0.294568 3.146369 -0.1 0.0 0.0
H 3.048457 1.249908 0.472552 0.0 -0.2 -0.2
H 2.197165 -0.973314 -2.903473 0.6 -0.6 0.4
H 4.789035 6.420323 -1.025431 0.0 0.0 0.0
H -7.827805 -2.753997 -0.805970 0.0 0.0 0.0
H 0.040081 2.696632 -2.276177 0.1 0.1 0.4
H 3.649706 1.087236 -2.892956 0.0 -0.1 0.2
H -4.440349 -2.766045 -2.494559 0.1 0.0 0.2
H 0.001002 -0.914561 -3.317282 0.0 -0.1 -0.2
H 0.045483 -0.561790 4.690338 0.0 0.0 0.0
H 4.011581 -2.548162 2.107998 0.0 -0.2 -0.1
H 2.956232 3.912134 -2.408884 -0.1 0.1 0.1
H -0.516985 6.674748 0.058154 0.1 0.0 0.1
H 0.023125 -5.009849 3.140453 0.0 -0.3 -0.2
H -5.329015 1.846068 4.510078 0.0 0.0 0.0
```
Forces are in eV/Å.


Entry 3:
The following is a DFT calculation (wB97M-V/def2-TZVPD) of an isolated molecule of C25H32N2O4.

As for the spin multiplicity: 1. The value obtained for the molar mass is 424.54 g mol⁻¹. The HOMO-LUMO gap comes out at 9.04 eV. The SMILES is CCOC(=O)[C@]1(Cc2cccc(OC)c2)CCCN(Cc2ccc(NC(C)=O)cc2)C1.

Structure (XYZ):
```
63
Properties=species:S:1:pos:R:3:forces:R:3
O -5.073113 2.866489 1.336864 0.2 0.0 0.2
O 1.043943 0.082445 -2.086850 -0.1 0.1 0.0
O 3.724916 3.618824 0.035931 0.2 -0.2 0.3
O 2.999796 -0.754387 -1.389711 0.3 -0.2 0.2
N -0.855579 -2.666060 0.533814 0.0 -0.1 -0.1
N -5.531637 1.521123 -0.448912 -0.2 -0.2 -0.4
C 3.709636 -0.050003 -2.409979 0.2 0.4 -0.4
C -3.956161 -1.736210 -1.037362 0.1 0.0 0.1
C 0.754075 -0.215944 0.929031 0.1 -0.1 -0.1
C -6.684294 3.609536 -0.281684 0.1 0.1 0.2
C -3.841629 0.297588 0.843038 0.0 0.2 0.1
C -5.673126 2.646076 0.310890 -0.4 0.2 -0.3
C 2.228333 1.751102 0.503931 0.1 0.3 -0.2
C 1.308583 -3.248875 1.476989 0.0 -0.1 -0.2
C 1.681781 -0.587095 -1.312618 -0.2 -0.2 -0.1
C -0.023580 -3.775969 0.952263 0.1 0.0 0.3
C -3.096888 -1.857132 0.045138 -0.1 -0.1 0.0
C 1.075263 -1.312262 -0.118722 0.0 0.0 -0.1
C -0.234618 -1.970340 -0.573750 0.1 0.3 -0.1
C -4.703787 0.411393 -0.244164 0.2 -0.3 0.1
C 2.828067 0.257126 2.280361 -0.1 0.0 0.0
C 1.959258 0.615358 1.260474 0.0 0.0 0.3
C 3.964278 1.012297 2.524564 0.1 0.0 0.0
C 2.010785 -2.396115 0.423507 -0.1 0.0 0.2
C 2.869172 4.064828 -0.987942 -0.1 0.1 -0.2
C -3.054986 -0.828736 0.979075 -0.1 -0.2 -0.2
C -2.216583 -3.064320 0.220318 0.0 0.0 0.1
C -4.754861 -0.618071 -1.180691 -0.1 0.1 0.1
C 3.368461 2.506313 0.741667 0.1 0.0 0.1
C 5.033734 0.435752 -1.846837 -0.4 -0.2 0.0
C 4.243607 2.124757 1.759959 0.0 0.2 -0.2
H 1.534619 2.027498 -0.274725 -0.1 0.0 -0.1
H -0.027577 0.420508 0.510221 -0.1 0.0 0.0
H 2.910427 -1.941645 0.838305 0.0 -0.1 -0.1
H 2.315995 -3.036391 -0.407825 0.1 0.0 0.0
H 5.126008 2.720530 1.931828 0.1 0.1 0.0
H -2.588766 -3.657046 1.063569 0.1 -0.1 -0.1
H -0.542149 -4.320307 1.746257 0.0 0.0 -0.1
H 1.884677 4.340600 -0.597062 0.0 0.0 0.0
H 0.356494 -0.700840 1.818422 0.0 0.1 0.0
H 2.615949 -0.606554 2.892414 0.0 -0.1 0.1
H 4.864887 1.110664 -1.011900 0.0 0.1 0.1
H 2.747752 3.309855 -1.771497 0.0 0.0 0.0
H -0.917035 -1.202311 -0.942059 0.1 0.0 0.0
H 3.088719 0.782192 -2.758455 0.1 -0.2 0.0
H -6.764285 4.480564 0.361786 0.0 0.0 0.0
H -3.796005 1.089858 1.570820 0.0 0.0 0.0
H -5.420315 -0.538382 -2.029867 -0.1 0.0 -0.1
H 1.122457 -2.658953 2.374380 0.0 0.0 0.1
H 5.619507 -0.408362 -1.493352 0.1 -0.1 0.0
H 1.947921 -4.088980 1.754363 0.0 0.0 0.1
H 0.159234 -4.480851 0.118568 0.0 0.0 0.0
H 4.639050 0.728253 3.318565 0.1 0.0 0.1
H 3.870082 -0.739213 -3.246728 -0.1 0.1 0.1
H -2.382983 -0.916397 1.818128 0.1 0.0 0.1
H -2.263812 -3.699042 -0.683611 0.0 0.0 0.1
H -6.096811 1.466445 -1.285400 0.1 0.1 0.2
H -4.003611 -2.521687 -1.778219 0.0 -0.1 -0.1
H 3.349563 4.946520 -1.409458 -0.1 -0.1 0.0
H -6.365884 3.925959 -1.272973 0.0 0.0 -0.1
H 5.590227 0.956746 -2.620837 0.1 0.1 -0.1
H -0.018188 -2.661029 -1.412117 -0.1 0.0 0.0
H -7.659012 3.132303 -0.360145 -0.1 0.0 0.0
```
Forces are in eV/Å.